[1]
The following is a quantum chemistry calculation of one molecule with the formula C5H4N2O, from the Open Molecules 2025 dataset.

The geometry in XYZ format:
```
12
Properties=species:S:1:pos:R:3:mulliken_charge:R:1
C 1.614 -0.402 0.020 0.438
C 1.389 1.085 0.047 -0.261
C -0.607 0.219 -0.040 0.275
C -2.001 -0.109 -0.195 -0.372
C -3.111 -0.520 -0.017 -0.045
H 1.528 1.445 1.061 0.242
H 2.082 1.636 -0.643 0.273
H 0.196 -1.906 -0.157 0.274
H -4.056 -0.805 0.157 0.426
N -0.039 1.319 -0.170 -0.464
N 0.381 -0.941 0.112 -0.184
O 2.623 -1.021 -0.174 -0.603
```

## Properties
SMILES	C#CC1=NCC(=O)N1
orbital gap	10.24	eV
ΔE to the lowest compared entry with this formula, charge and spin	1.601	eV
E_HOMO	-9.87	eV
2S+1	1

=====

[2]
The following is a quantum chemistry calculation of one molecule with the formula C4H8O3, from the Open Molecules 2025 dataset.

The geometry in XYZ format:
```
15
Properties=species:S:1:pos:R:3:mulliken_charge:R:1
C 0.767 1.291 -0.695 -1.067
C -0.493 0.594 -0.651 -0.218
C -0.412 -0.956 0.076 -0.241
C 0.186 -0.768 1.521 0.443
H 1.933 0.781 -1.068 0.193
H 0.883 1.694 0.252 0.367
H 0.844 2.176 -1.365 0.356
H -0.580 0.214 -1.736 0.201
H -1.233 1.123 -0.058 0.303
H -1.326 -1.461 -0.081 0.319
H 0.314 -1.487 -1.603 0.360
H -1.759 -0.312 1.820 0.324
O 0.604 -1.711 -0.560 -0.492
O -0.961 -0.244 2.294 -0.517
O 1.234 -0.933 1.856 -0.333
```

## Properties
SMILES	CC[C@@H](O)C(=O)O
orbital gap	10.77	eV
ΔE to the lowest compared entry with this formula, charge and spin	3.819	eV
E_HOMO	-10.24	eV
2S+1	1

=====

[3]
The following is a quantum chemistry calculation of a 2-piece molecular cluster, CH7N2O overall, from the Open Molecules 2025 dataset.

The geometry in XYZ format:
```
11
Properties=species:S:1:pos:R:3:mulliken_charge:R:1
N -0.514 0.751 0.720 -0.313
C -0.071 0.725 -0.508 0.211
N -0.861 0.647 -1.542 -0.322
H -1.502 0.772 0.961 0.237
H 0.090 0.421 1.466 0.270
H 0.997 0.828 -0.623 0.416
H -0.584 0.743 -2.506 0.259
H -1.854 0.486 -1.444 0.231
H 1.219 -1.735 0.397 0.309
H 1.874 -2.106 1.742 0.330
O 1.207 -1.531 1.337 -0.628
```

## Properties
charge	+1
orbital gap	11.90	eV
ΔE to the lowest compared entry with this formula, charge and spin	0.415	eV
E_HOMO	-15.82	eV
2S+1	1

=====

[4]
The following is a quantum chemistry calculation of a 2-piece molecular cluster, C4H9BO overall, from the Open Molecules 2025 dataset.

The geometry in XYZ format:
```
15
Properties=species:S:1:pos:R:3:mulliken_charge:R:1
B -0.239 0.010 -0.381 0.185
C -0.099 0.944 0.850 -0.669
C 1.438 0.844 1.150 -0.653
C 1.827 -0.565 0.522 -0.265
C -2.402 -1.820 -0.810 -0.936
O 0.897 -0.705 -0.553 -0.388
H -0.420 1.982 0.795 0.354
H -0.704 0.519 1.678 0.243
H 1.754 1.709 0.633 0.283
H 1.635 0.897 2.175 0.384
H 2.889 -0.287 0.233 0.239
H 1.693 -1.413 1.142 0.324
H -2.120 -2.544 0.013 0.293
H -2.255 -2.086 -1.857 0.284
H -3.125 -1.021 -0.686 0.321
```

## Properties
orbital gap (alpha / beta)	7.86 / 8.61	eV
ΔE to the lowest compared entry with this formula, charge and spin	4.360	eV
E_HOMO (alpha / beta)	-7.58 / -8.36	eV
2S+1	1

=====

[5]
The following is a quantum chemistry calculation of a 2-piece molecular cluster, CH3N2O2 overall, from the Open Molecules 2025 dataset.

The geometry in XYZ format:
```
8
Properties=species:S:1:pos:R:3:mulliken_charge:R:1
C 0.412 0.583 -0.208 0.045
N -1.593 -0.080 -0.148 0.796
N 1.189 -0.287 0.208 -0.116
O -1.518 -1.202 -0.425 -0.307
O -2.323 0.816 0.104 -0.278
H 0.891 1.521 -0.614 0.349
H 2.072 -0.175 0.568 0.255
H 0.870 -1.176 0.514 0.256
```

## Properties
charge	+1
orbital gap (alpha / beta)	9.84 / 9.84	eV
ΔE to the lowest compared entry with this formula, charge and spin	3.753	eV
E_HOMO (alpha / beta)	-16.15 / -16.15	eV
2S+1	1

=====

[6]
The following is a quantum chemistry calculation of C20H34NO10PTeV as an isolated structure, from the Open Molecules 2025 dataset.

The geometry in XYZ format:
```
68
Properties=species:S:1:pos:R:3:lowdin_spin:R:1
V 0.210 -0.164 0.661 1.023
C -3.014 -0.341 -0.534 0.001
C -2.584 -1.492 0.342 0.005
O -1.156 -1.647 0.119 0.013
C -0.651 -2.958 0.450 -0.001
C 0.795 -2.973 0.022 0.004
O 1.366 -1.793 0.634 0.004
C 2.799 -1.612 0.701 0.000
C 3.073 -0.141 0.448 0.000
O 2.032 0.593 1.137 0.003
C 2.066 2.036 0.941 0.004
C 0.818 2.553 1.609 -0.001
O -0.270 1.825 1.003 0.014
C -1.607 2.184 1.433 0.005
C -2.484 1.946 0.223 0.001
O -2.068 0.709 -0.348 0.032
H -4.028 -0.029 -0.280 0.001
H -2.977 -0.631 -1.585 0.000
H -3.083 -2.418 0.057 0.001
H -2.750 -1.288 1.401 0.000
H -1.218 -3.710 -0.098 0.000
H -0.752 -3.123 1.526 0.000
H 0.892 -2.885 -1.062 0.000
H 1.302 -3.864 0.389 0.000
H 3.285 -2.223 -0.060 0.000
H 3.122 -1.930 1.692 0.000
H 3.025 0.108 -0.613 0.000
H 4.041 0.147 0.860 0.000
H 2.039 2.233 -0.134 0.000
H 2.967 2.430 1.410 0.000
H 0.696 3.616 1.398 0.000
H 0.822 2.374 2.685 0.000
H -1.613 3.226 1.749 0.001
H -1.896 1.543 2.268 0.000
H -2.326 2.726 -0.524 0.000
H -3.537 1.932 0.511 0.001
O -0.491 -0.750 -2.786 -0.008
C -0.038 0.232 -2.283 -0.002
O 0.517 0.164 -1.036 -0.051
C 0.032 1.592 -2.885 -0.001
C -0.548 1.795 -4.126 0.000
C -0.478 3.064 -4.683 0.000
C 0.171 4.059 -3.975 0.000
C 0.726 3.750 -2.736 0.000
N 0.662 2.543 -2.188 -0.001
H -1.033 0.972 -4.634 0.000
H -0.917 3.267 -5.650 0.000
H 0.259 5.062 -4.368 0.000
H 1.248 4.511 -2.168 0.000
C 0.015 2.850 5.792 0.000
C -0.517 1.443 5.691 0.000
O -0.211 0.948 4.350 0.000
P -0.673 -0.517 3.921 0.000
O -0.222 -0.435 2.382 -0.034
Te -2.853 -1.103 4.291 -0.013
O 0.378 -1.518 4.543 -0.002
C 1.795 -1.208 4.599 0.000
C 2.545 -2.495 4.835 0.000
H -0.199 3.248 6.783 0.000
H -0.464 3.499 5.059 0.000
H 1.095 2.872 5.645 0.000
H -1.598 1.405 5.829 0.000
H -0.047 0.780 6.420 0.000
H 1.958 -0.497 5.409 0.000
H 2.088 -0.730 3.660 0.000
H 2.228 -2.955 5.769 0.000
H 3.614 -2.294 4.897 0.000
H 2.362 -3.206 4.028 0.000
```

## Properties
charge	+2
orbital gap (alpha / beta)	4.99 / 5.74	eV
E_HOMO (alpha / beta)	-13.07 / -13.10	eV
2S+1	2
⟨S²⟩	0.763

=====

[7]
The following is a quantum chemistry calculation of a 2-piece molecular cluster, C3H10NO2 overall, from the Open Molecules 2025 dataset.

The geometry in XYZ format:
```
16
Properties=species:S:1:pos:R:3:mulliken_charge:R:1
C 0.560 -1.627 -0.601 -0.501
C -0.210 -0.268 -0.749 -0.436
C 0.212 0.786 0.337 -0.392
O -0.828 1.595 0.698 -0.817
N -0.187 -2.813 -1.061 -0.726
H 0.799 -1.716 0.454 0.359
H 1.481 -1.487 -1.168 0.290
H -0.032 0.167 -1.731 0.223
H -1.271 -0.443 -0.553 0.268
H 1.042 1.371 -0.132 0.140
H 0.655 0.241 1.202 0.112
H -0.701 -2.535 -1.886 0.272
H -0.935 -2.916 -0.389 0.275
H -0.595 3.696 2.277 0.239
H -0.222 2.530 1.414 0.512
O 0.232 3.420 1.886 -0.816
```

## Properties
charge	-1
orbital gap	7.53	eV
ΔE to the lowest compared entry with this formula, charge and spin	0.632	eV
E_HOMO	-3.43	eV
2S+1	1

=====

[8]
The following is a quantum chemistry calculation of one molecule with the formula C7H8, from the Open Molecules 2025 dataset.

The geometry in XYZ format:
```
15
Properties=species:S:1:pos:R:3:mulliken_charge:R:1
C -1.185 1.211 0.122 -1.449
C 0.128 0.421 0.165 0.585
C -0.003 -0.941 -0.577 -0.856
C -0.272 -2.036 0.359 -0.486
C -0.438 -2.904 1.178 0.141
C 1.243 1.219 -0.364 -0.945
C 2.172 1.873 -0.765 0.146
H -1.439 1.474 -0.911 0.358
H -2.000 0.611 0.539 0.353
H -1.102 2.137 0.698 0.385
H 0.363 0.200 1.213 0.243
H -0.806 -0.878 -1.322 0.311
H 0.916 -1.164 -1.127 0.368
H -0.575 -3.678 1.900 0.404
H 2.999 2.454 -1.109 0.442
```

## Properties
SMILES	C#CC[C@H](C)C#C
orbital gap	10.95	eV
ΔE to the lowest compared entry with this formula, charge and spin	3.782	eV
E_HOMO	-9.92	eV
2S+1	1

=====

Asked for molecular weight across the records above, the calculation gives 108.10 104.10 63.08 83.93 75.05 658.01 92.12 92.14 g/mol in order.